The following is a DFT calculation (ωB97M-V with the def2-TZVPD basis set) of a structure of composition C29H34BO7Ru in a non-equilibrium geometry.

⟨S²⟩: 8.789
HOMO-LUMO gap (spin up / spin down), eV: 2.1508 / 5.9830
Energy, eV: -48210.349
Spin multiplicity: 6
HOMO energy (spin up / spin down), eV: 2.3 / -2.5
Net charge: -2

```
72
C29H34BO7Ru (ωB97M-V with the def2-TZVPD basis set)
Ru -0.101 -0.408 3.372
O -0.246 0.751 6.071
O -1.161 -0.652 -6.891
O 0.461 2.479 4.699
O 1.547 -1.213 -6.684
O 2.304 -1.821 -4.653
O -1.625 1.118 -1.279
O -1.289 -2.592 -5.720
C -1.581 3.128 -2.658
C 0.890 4.086 6.517
C 0.513 3.107 8.728
C 0.517 1.933 -2.023
C -0.020 1.861 6.820
C -0.283 -1.456 -3.448
C -0.843 -1.322 -5.938
C -0.958 1.760 -2.402
C 2.867 -1.537 -7.126
C -1.406 -2.478 2.946
C -1.334 -1.914 4.275
C 0.412 2.910 5.995
C -0.739 -3.707 -6.451
C -0.021 0.672 -4.650
C 0.049 1.900 8.195
C -1.572 -0.303 -1.486
C 0.089 -0.851 -4.823
C -2.054 -0.654 4.245
C -1.428 -0.570 -2.984
C -2.367 -0.377 2.860
C 1.757 -1.887 2.189
C 0.914 4.172 7.914
C 1.426 -1.332 -5.353
C 2.077 -0.518 2.005
C 2.058 0.135 3.282
C -1.165 0.833 -3.645
C 1.527 -2.119 3.576
C 1.737 -0.884 4.288
C -2.069 -1.556 2.102
B 0.037 1.115 4.709
H 1.026 0.964 -1.923
H -2.396 -0.102 5.114
H 1.860 -0.788 5.361
H 0.931 1.049 -4.251
H 2.389 1.143 3.501
H -0.222 1.135 -5.625
H 2.925 -1.215 -8.168
H -2.658 3.041 -2.838
H -0.560 -2.515 -3.531
H 3.625 -1.024 -6.512
H 1.263 5.107 8.361
H -0.227 1.023 8.769
H -1.018 -3.450 2.655
H -2.368 -0.989 -3.376
H 1.279 -3.064 4.046
H -0.724 -0.707 -0.900
H 2.350 -0.035 1.072
H 0.107 -3.425 -7.093
H -2.078 1.142 -4.183
H -1.543 -4.131 -7.057
H -2.342 -1.726 1.065
H -1.116 3.588 -3.540
H -2.881 0.512 2.505
H 3.030 -2.624 -7.053
H -0.402 -4.443 -5.713
H 0.557 3.200 9.810
H -2.502 -0.743 -1.093
H 1.046 2.550 -2.760
H -0.960 -2.396 5.170
H -1.416 3.790 -1.802
H 1.709 -2.644 1.412
H 1.223 4.879 5.849
H 0.578 2.443 -1.052
H 0.594 -1.354 -2.792
```

---

The following is a DFT calculation (ωB97M-V with the def2-TZVPD basis set) of a structure of composition C29H34BaN7O4PSi2.

HOMO-LUMO gap, eV: 3.8447
Energy, eV: -74986.019
HOMO energy, eV: 0.0
Net charge: -2

```
78
C29H34BaN7O4PSi2 (ωB97M-V with the def2-TZVPD basis set)
Ba 0.236 0.531 1.090
P -1.058 -3.051 0.462
Si 0.462 2.715 -1.585
Si 3.358 1.746 0.375
O -4.093 -1.828 0.191
O -0.605 2.735 2.446
O -1.931 -1.269 0.331
O -2.188 4.205 3.076
N -2.555 1.179 1.271
N -1.650 -2.960 -2.322
N 1.490 -4.323 0.519
N -2.194 -3.100 3.030
N 0.292 -2.010 -1.871
N 1.568 -2.161 0.929
N -0.605 -1.576 3.025
C 2.276 4.795 -2.404
C -0.761 4.197 -1.333
C -3.156 -4.095 2.587
C 2.840 -2.662 0.962
C 0.770 -3.176 0.675
C -2.173 -2.547 4.288
C -0.751 -2.623 -1.349
C 0.235 2.458 -3.496
C -4.860 0.803 0.753
C -1.222 -2.485 2.288
C 4.502 0.621 -0.721
C -3.535 0.403 0.798
C 3.298 3.303 -0.801
C -2.868 2.367 1.783
C -1.181 -1.614 4.266
C 4.534 5.204 -1.737
C 0.065 -1.947 -3.219
C 2.816 -4.000 0.705
C -1.130 -2.531 -3.520
C -1.771 3.193 2.496
C 4.687 2.284 1.692
C 3.427 5.563 -2.494
C -3.196 -1.011 0.385
C -2.902 -3.673 -2.155
C 2.170 3.668 -1.575
C 4.455 4.091 -0.913
C 0.970 -5.620 0.156
C -4.177 2.850 1.766
C -5.178 2.067 1.229
H -0.603 5.031 -2.031
H -1.659 -2.666 -4.449
H 4.843 1.444 2.378
H 5.334 3.825 -0.333
H -2.722 -4.729 -1.942
H 4.850 -0.254 -0.160
H -0.771 2.068 -3.690
H 0.190 -5.507 -0.595
H 3.598 -4.735 0.619
H -2.857 -2.858 5.058
H 0.949 1.723 -3.882
H 0.760 -1.461 -3.885
H 0.355 3.384 -4.076
H -0.859 -0.955 5.057
H -1.790 3.842 -1.466
H -3.903 -4.209 3.372
H -4.355 3.825 2.194
H 4.326 3.126 2.290
H -3.481 -3.237 -1.343
H -6.202 2.422 1.202
H 3.459 6.432 -3.146
H 3.690 -2.019 1.125
H 1.778 -6.220 -0.260
H 5.386 1.171 -1.073
H 5.669 2.553 1.280
H -0.683 4.588 -0.314
H -3.467 -3.593 -3.083
H -3.647 -3.765 1.673
H -5.601 0.121 0.362
H 3.960 0.253 -1.598
H 5.451 5.786 -1.786
H 0.548 -6.138 1.020
H 1.418 5.089 -3.002
H -2.674 -5.055 2.403
```

---

The following is a DFT calculation (ωB97M-V with the def2-TZVPD basis set) of a structure of composition C29H34BrMnN7O2.

⟨S²⟩: 0.794
HOMO-LUMO gap (spin up / spin down), eV: 6.6819 / 6.5422
Energy, eV: -146502.479
Spin multiplicity: 2
HOMO energy (spin up / spin down), eV: -12.5 / -12.4
Net charge: +2

```
74
C29H34BrMnN7O2 (ωB97M-V with the def2-TZVPD basis set)
Br -5.704 -3.515 -0.651
Mn 0.792 0.140 -1.311
O -0.554 -0.487 0.109
O -1.278 -1.261 -2.392
N 1.548 -1.870 -1.984
N 1.915 0.654 -3.134
N -0.381 1.618 -2.287
N 2.241 -0.341 0.071
N -2.726 -1.379 3.518
N 0.867 1.767 -0.142
N -0.960 -0.466 2.663
C 1.440 2.627 1.991
C 2.444 0.479 1.033
C -3.696 -2.208 0.860
C -3.294 -2.262 -1.499
C -0.268 3.683 0.681
C -2.490 -1.502 1.036
C -1.994 -0.872 4.590
C -1.661 -1.157 -0.061
C 0.491 3.630 1.837
C -0.298 1.573 -3.733
C -2.081 -1.128 2.365
C 1.589 1.690 0.980
C -2.224 -0.879 5.958
C -0.117 0.309 6.198
C -1.687 -1.751 -3.668
C -1.264 -0.277 6.750
C 2.621 -1.667 -2.968
C 1.208 1.642 -3.995
C -4.088 -2.575 -0.390
C 3.404 0.236 2.157
C -0.858 -0.288 4.039
C 2.885 -1.646 0.048
C -0.642 2.695 -1.655
C -0.048 2.726 -0.300
C -2.111 -1.581 -1.345
C 0.106 0.313 4.834
C 1.999 -2.571 -0.775
C -1.306 3.930 -2.179
C 2.202 -0.571 -3.908
H -1.714 3.801 -3.175
H 1.274 -0.864 -4.409
H 4.370 -0.084 1.767
H 2.858 -2.582 -3.518
H 2.535 -3.497 -1.003
H 3.528 -1.364 -2.442
H -0.603 4.767 -2.186
H -2.617 -1.281 -3.994
H 0.993 0.762 4.407
H -3.107 -1.334 6.386
H 3.034 -0.559 2.810
H -1.816 -2.834 -3.653
H -0.724 0.644 -4.100
H 1.418 1.452 -5.050
H -0.786 2.402 -4.244
H 3.882 -1.549 -0.391
H -0.898 -1.500 -4.373
H -2.131 4.206 -1.520
H -1.009 4.457 0.540
H -3.645 -2.573 -2.471
H 3.019 -2.060 1.047
H 3.567 1.125 2.760
H 2.802 1.057 -2.846
H 2.043 2.584 2.887
H 0.608 0.765 6.858
H 1.567 2.643 -3.758
H 1.111 -2.825 -0.195
H 0.802 -2.408 -2.412
H -4.322 -2.464 1.704
H -0.359 -0.193 1.885
H 2.949 -0.391 -4.684
H -1.400 -0.259 7.823
H 0.350 4.365 2.618
H -3.602 -1.870 3.590
```

---

The following is a DFT calculation (ωB97M-V with the def2-TZVPD basis set) of a structure of composition C29H34BrN4OPtSi.

⟨S²⟩: 2.006
HOMO-LUMO gap (spin up / spin down), eV: 7.5999 / 7.5451
Energy, eV: -119794.310
Spin multiplicity: 3
HOMO energy (spin up / spin down), eV: -9.7 / -10.8
Net charge: +1

```
71
C29H34BrN4OPtSi (ωB97M-V with the def2-TZVPD basis set)
Pt 0.817 0.798 -1.280
Br 2.871 0.158 -3.552
Si 1.376 -0.300 1.630
O -0.585 -0.593 -7.289
N 0.188 0.793 -3.492
N 0.088 -1.341 -0.686
N -0.852 2.114 -0.643
N -3.892 4.656 0.616
C -2.645 2.613 0.863
C 0.910 -0.215 -5.549
C -1.094 3.277 -1.262
C -2.086 4.146 -0.888
C 0.331 -1.628 0.769
C 2.542 -1.131 2.831
C -1.050 0.878 -4.005
C -0.374 3.041 3.402
C 0.451 -3.664 -1.604
C -1.864 -2.884 -1.093
C 4.330 -2.232 4.697
C 4.109 -0.859 4.670
C -1.383 0.440 -5.264
C 3.221 -0.317 3.750
C 2.784 -2.506 2.875
C -1.014 -3.748 -2.019
C -1.404 2.495 4.159
C -0.794 0.295 3.390
C -2.903 3.825 0.207
C 0.910 -2.212 -1.572
C 0.244 0.822 2.614
C -0.383 -0.122 -6.052
C -1.628 1.810 0.413
C 2.182 0.642 0.282
C 3.667 -3.056 3.799
C 0.438 2.209 2.636
C -1.614 1.120 4.153
C 1.129 0.257 -4.278
C -1.344 -1.448 -1.071
H -4.039 5.544 0.175
H -2.034 3.138 4.763
H 0.847 -1.801 -2.581
H -1.445 -1.014 -2.069
H -1.798 1.323 -3.359
H -0.964 -0.779 3.417
H -3.213 2.317 1.739
H -0.202 4.113 3.410
H 2.553 1.621 0.596
H -1.928 -0.841 -0.388
H 1.092 -4.216 -2.295
H -4.455 4.431 1.415
H -1.357 -4.783 -2.006
H -1.388 0.904 0.947
H -0.444 3.517 -2.097
H -2.399 0.537 -5.626
H 5.015 -2.659 5.421
H -2.223 5.073 -1.431
H -2.409 0.690 4.752
H -1.122 -3.388 -3.050
H -2.908 -2.870 -1.414
H -1.847 -3.299 -0.080
H 0.830 -2.597 0.876
H -1.496 -0.451 -7.572
H 3.033 0.079 -0.123
H 1.228 2.653 2.035
H 2.284 -3.172 2.178
H 1.947 -2.131 -1.247
H 1.707 -0.638 -6.147
H 0.579 -4.124 -0.619
H 3.050 0.758 3.754
H 3.837 -4.126 3.817
H 4.625 -0.212 5.370
H -0.631 -1.733 1.280
```

---

The following is a DFT calculation (ωB97M-V with the def2-TZVPD basis set) of a structure of composition C29H34Cl2N5O6PSV in a non-equilibrium geometry.

⟨S²⟩: 3.767
HOMO-LUMO gap (spin up / spin down), eV: 6.2261 / 7.6674
Energy, eV: -121221.201
Spin multiplicity: 4
HOMO energy (spin up / spin down), eV: -6.0 / -7.4

```
79
C29H34Cl2N5O6PSV (ωB97M-V with the def2-TZVPD basis set)
V 0.021 0.032 0.342
Cl -3.511 -6.002 1.949
Cl -2.476 -4.022 -2.943
S 2.223 -1.114 -1.738
P -1.972 0.151 -2.142
O -2.810 -0.805 -1.369
O 1.942 -0.312 -0.463
O 0.427 2.057 0.098
O -0.483 0.321 -1.869
O -0.215 -2.582 -1.524
O -1.774 0.068 1.233
N 0.465 0.495 2.185
N 0.100 -2.396 1.063
N -2.045 2.177 -0.427
N -1.163 -1.288 -4.168
N -0.476 0.031 3.143
C -2.142 -0.205 -3.904
C -0.071 -3.438 3.223
C 3.669 -2.637 0.107
C -5.000 -1.621 3.164
C 2.451 3.152 -0.480
C 1.685 2.347 0.380
C -4.949 -1.876 4.528
C -3.799 -1.572 5.250
C -2.595 -4.922 0.927
C -2.761 -0.743 3.244
C 2.290 1.902 1.593
C -1.122 -4.193 2.824
C 3.759 -0.410 -2.296
C 3.757 3.486 -0.169
C 3.599 2.278 1.889
C 2.850 -2.711 -1.177
C -1.600 -0.179 2.503
C 0.500 -2.528 2.293
C 4.349 3.051 1.021
C -1.538 -4.140 1.465
C 4.167 -0.924 -3.672
C 1.497 1.151 2.573
C -2.704 -1.009 4.610
C -2.595 1.817 -1.791
C -2.131 -4.025 -1.244
C -1.101 -3.265 -0.772
C -0.846 -3.269 0.618
C -3.905 -1.055 2.520
C -2.907 -4.846 -0.396
H 4.328 4.102 -0.857
H -1.800 -0.766 5.153
H 3.252 -1.895 0.786
H 5.062 -0.403 -4.012
H 4.712 -2.378 -0.078
H -3.681 1.819 -1.744
H 3.649 -3.606 0.606
H -5.888 -1.872 2.598
H 3.544 0.661 -2.304
H -3.905 -0.882 1.449
H 3.417 -3.116 -2.018
H -3.707 -5.441 -0.812
H -2.420 3.052 -0.076
H 1.987 3.487 -1.400
H -1.646 -4.836 3.518
H 4.035 1.946 2.829
H 3.381 -0.751 -4.410
H -3.757 -1.777 6.314
H -1.201 -1.601 -5.128
H -2.003 0.694 -4.517
H -2.239 2.550 -2.511
H 1.299 -1.872 2.606
H -0.227 -0.958 -3.969
H -2.251 1.438 0.271
H 4.395 -1.990 -3.668
H -3.148 -0.593 -4.064
H -0.993 2.239 -0.413
H 1.719 1.208 3.639
H -5.802 -2.317 5.029
H 1.951 -3.313 -1.055
H -0.550 -2.302 -2.386
H 5.366 3.328 1.268
H 4.508 -0.594 -1.524
H 0.284 -3.446 4.245
```

---

The following is a DFT calculation (ωB97M-V with the def2-TZVPD basis set) of a structure of composition C29H34Cl2NNdOP2Si.

⟨S²⟩: 3.756
HOMO-LUMO gap (spin up / spin down), eV: 7.5513 / 7.7657
Energy, eV: -100929.107
Spin multiplicity: 4
HOMO energy (spin up / spin down), eV: -13.9 / -13.9
Net charge: +2

```
71
C29H34Cl2NNdOP2Si (ωB97M-V with the def2-TZVPD basis set)
Nd -1.141 -0.600 -1.486
Cl -3.449 4.262 -1.535
Cl -1.550 2.078 -1.001
P 1.770 -0.265 -0.800
P -0.158 -0.424 1.211
Si -4.196 -0.803 -1.812
O -3.029 -0.631 -0.639
N 1.407 0.140 0.822
C 0.725 -3.481 3.785
C -1.079 2.906 3.349
C 4.995 -2.586 -0.136
C 2.064 2.536 -1.141
C 6.050 -1.841 -0.651
C 5.816 -0.606 -1.237
C 1.949 3.703 -1.877
C -1.776 3.822 -1.558
C 1.476 3.664 -3.185
C 0.472 -4.596 2.997
C -1.709 0.197 3.411
C -0.235 -3.173 1.208
C 1.111 2.456 -3.760
C -1.971 2.417 4.295
C -0.805 0.683 2.469
C -3.083 -1.269 -3.334
C 1.226 1.285 -3.018
C 0.023 -2.044 1.986
C -0.503 2.045 2.430
C 4.525 -0.102 -1.308
C 2.452 0.330 1.841
C 0.501 -2.209 3.286
C 3.469 -0.846 -0.790
C 3.704 -2.097 -0.212
C 1.715 1.311 -1.711
C -5.352 -2.205 -1.447
C -0.014 -4.447 1.705
C -5.047 0.805 -2.202
C -2.287 1.066 4.324
H -5.871 -2.021 -0.506
H 2.878 -2.681 0.183
H 0.681 -1.343 3.913
H 2.035 0.868 2.690
H 1.092 -3.606 4.795
H -1.954 -0.858 3.444
H -5.492 1.244 -1.308
H -0.647 -3.076 0.202
H 2.850 -0.626 2.185
H 7.058 -2.229 -0.598
H -0.229 -5.316 1.099
H -0.829 3.959 3.334
H -1.200 4.390 -0.837
H 1.000 0.330 -3.499
H -2.418 3.091 5.013
H 2.430 2.575 -0.122
H -1.359 3.858 -2.557
H 2.246 4.648 -1.441
H 1.408 4.579 -3.760
H -5.853 0.635 -2.919
H -2.980 0.685 5.061
H -2.353 -0.491 -3.644
H -6.110 -2.296 -2.227
H 0.644 -5.587 3.395
H 0.760 2.421 -4.783
H 5.182 -3.551 0.316
H 6.639 -0.032 -1.640
H 3.274 0.913 1.429
H -4.373 1.547 -2.634
H -2.560 -2.235 -3.212
H 4.348 0.863 -1.765
H -4.840 -3.164 -1.360
H -3.710 -1.401 -4.216
H 0.190 2.426 1.689
```